Molecular formula: C4H5NO
Method: DFT, the ωB97M-V functional and the def2-TZVPD basis

Geometry as XYZ:
```
11
C4H5NO | OMol25 | the ωB97M-V functional and the def2-TZVPD basis
O 2.002 0.227 0.236
C 0.655 -0.011 0.191
C -0.143 -1.183 -0.227
C -1.506 -0.849 -0.399
C -1.456 0.538 -0.252
N -0.213 1.051 0.040
H 2.425 -0.064 -0.585
H 0.349 -2.150 -0.154
H 0.184 -0.772 1.080
H -2.300 1.223 -0.289
H 0.003 1.990 0.357
```

Relative energy (zero: lowest compared OMol25 entry of this formula, charge and spin) (kcal per mole): 105.5
Molecular weight (g mol⁻¹): 83.090
Gap between HOMO and LUMO (eV): 7.63
Max |F| (eV Å⁻¹): 1.04

Population analysis type Löwdin, resulting atomic charges in e: atom 1 (O): 0.061, atom 2 (C): -0.442, atom 3 (C): -0.123, atom 4 (C): -0.112, atom 5 (C): -0.173, atom 6 (N): 0.082, atom 7 (H): 0.121, atom 8 (H): 0.108, atom 9 (H): 0.223, atom 10 (H): 0.093, atom 11 (H): 0.162

Molecular formula: C2H4O2
Method: DFT, the ωB97M-V functional and the def2-TZVPD basis

Geometry as XYZ:
```
8
C2H4O2 | OMol25 | the ωB97M-V functional and the def2-TZVPD basis
C 0.639 3.985 -0.368
O 0.114 4.342 0.677
H 1.187 3.035 -0.574
H 0.551 4.709 -1.213
C -0.606 -4.032 0.364
O -0.796 -2.812 0.370
H -1.316 -4.688 0.922
H 0.228 -4.539 -0.178
```

Relative energy (zero: lowest compared OMol25 entry of this formula, charge and spin) (kcal per mole): 59.7
Molecular weight (g mol⁻¹): 60.052
Gap between HOMO and LUMO (eV): 10.82
Max |F| (eV Å⁻¹): 2.91

Population analysis type Löwdin, resulting atomic charges in e: atom 1 (C): -0.132, atom 2 (O): -0.029, atom 3 (H): 0.084, atom 4 (H): 0.078, atom 5 (C): -0.122, atom 6 (O): -0.038, atom 7 (H): 0.080, atom 8 (H): 0.081

Molecular formula: C26H78O21
Method: DFT, the ωB97M-V functional and the def2-TZVPD basis

Geometry as XYZ:
```
125
C26H78O21 | OMol25 | the ωB97M-V functional and the def2-TZVPD basis
C -5.269 1.569 0.914
C -5.953 0.252 0.529
O -5.090 -0.924 0.461
H -5.970 2.364 0.663
H -4.315 1.762 0.425
H -5.121 1.652 2.022
H -6.431 0.246 -0.481
H -6.762 0.047 1.238
H -4.570 -0.760 -0.318
C -1.012 -4.963 -2.180
C -0.792 -4.742 -0.708
O -1.489 -3.551 -0.297
H -0.579 -5.947 -2.501
H -0.558 -4.225 -2.844
H -2.074 -5.111 -2.380
H 0.298 -4.582 -0.468
H -1.038 -5.593 -0.049
H -2.017 -3.839 0.414
C 6.097 -2.317 -2.203
C 5.524 -1.660 -0.983
O 4.086 -1.544 -0.923
H 5.926 -3.412 -2.292
H 7.181 -2.263 -2.192
H 5.763 -1.814 -3.127
H 5.927 -0.674 -0.761
H 5.683 -2.257 -0.036
H 3.790 -1.372 -1.833
C -1.573 1.682 5.677
C -0.980 1.810 4.299
O 0.060 0.822 4.091
H -1.925 0.670 5.819
H -2.333 2.399 5.928
H -0.715 1.912 6.230
H -0.576 2.789 4.135
H -1.700 1.501 3.504
H 0.637 0.847 4.911
C 2.709 3.114 -0.436
C 2.697 2.355 0.863
O 1.469 2.594 1.534
H 1.813 2.985 -1.075
H 3.680 2.944 -0.992
H 2.685 4.133 -0.108
H 3.553 2.720 1.445
H 2.840 1.294 0.698
H 1.118 1.759 1.842
C -2.426 -1.781 2.376
C -1.548 -2.705 3.116
O -1.825 -4.055 2.818
O -3.758 -2.304 2.510
H -2.170 -1.683 1.291
H -2.323 -0.796 2.862
H -1.570 -2.570 4.218
H -0.546 -2.488 2.826
H -2.691 -4.304 3.141
H -4.303 -1.922 1.813
C 2.216 -3.792 1.803
C 1.866 -3.864 3.256
O 1.552 -2.586 3.739
O 3.410 -2.936 1.692
H 1.437 -3.354 1.160
H 2.526 -4.769 1.397
H 2.746 -4.149 3.805
H 1.040 -4.548 3.464
H 2.070 -2.063 3.084
H 3.508 -2.571 0.812
C -2.841 2.944 -3.155
C -1.428 2.555 -3.315
O -1.222 2.796 -4.764
O -3.344 2.672 -1.834
H -3.376 2.365 -3.884
H -2.937 3.980 -3.252
H -1.238 1.544 -3.058
H -0.800 3.152 -2.657
H -0.302 2.549 -5.014
H -3.633 1.746 -1.917
C -0.221 0.361 -0.272
C -0.098 -0.981 -0.975
O -0.147 -0.749 -2.404
O -1.550 0.841 -0.381
H 0.453 1.072 -0.792
H 0.143 0.270 0.766
H -0.881 -1.718 -0.644
H 0.892 -1.401 -0.769
H -1.032 -0.564 -2.665
H -1.652 1.790 -0.423
C 2.294 0.332 -5.098
C 3.582 1.075 -4.699
O 3.785 0.921 -3.313
O 1.259 0.834 -4.316
H 2.515 -0.755 -5.023
H 2.047 0.520 -6.161
H 3.609 2.130 -4.904
H 4.456 0.527 -5.146
H 3.019 1.300 -2.885
H 0.953 0.263 -3.616
C -0.890 4.681 -0.615
C -0.671 5.677 0.514
O 0.782 5.861 0.804
O -0.689 3.365 -0.204
H -0.297 4.860 -1.515
H -1.927 4.750 -0.897
H -1.289 5.398 1.413
H -1.030 6.593 0.126
H 0.867 5.621 1.725
H 0.114 3.291 0.354
C -3.410 -1.382 -2.893
C -3.246 -0.781 -4.302
O -1.892 -0.294 -4.499
O -3.551 -0.311 -1.792
H -2.604 -2.028 -2.543
H -4.339 -1.877 -2.758
H -4.004 0.008 -4.369
H -3.452 -1.529 -5.104
H -1.943 0.599 -4.909
H -2.709 -0.312 -1.249
C 3.483 -0.122 4.638
C 3.303 0.482 3.287
O 2.251 -0.140 2.525
O 2.287 -0.302 5.295
H 4.048 0.550 5.264
H 4.123 -1.102 4.672
H 4.175 0.312 2.656
H 3.062 1.569 3.393
H 1.399 -0.173 2.975
H 1.833 -1.067 4.940
```

Relative energy (zero: lowest compared OMol25 entry of this formula, charge and spin) (kcal per mole): 0.0
Molecular weight (g mol⁻¹): 726.889
Gap between HOMO and LUMO (eV): 10.29
Max |F| (eV Å⁻¹): 2.86

Atomic partial charges in e from the Löwdin method, atoms 1 to 99: atom 1 (C): -0.070, atom 2 (C): -0.257, atom 3 (O): -0.111, atom 4 (H): 0.071, atom 5 (H): 0.050, atom 6 (H): 0.085, atom 7 (H): 0.118, atom 8 (H): 0.109, atom 9 (H): 0.017, atom 10 (C): -0.091, atom 11 (C): -0.288, atom 12 (O): -0.108, atom 13 (H): 0.085, atom 14 (H): 0.073, atom 15 (H): 0.074, atom 16 (H): 0.106, atom 17 (H): 0.124, atom 18 (H): 0.039, atom 19 (C): -0.087, atom 20 (C): -0.302, atom 21 (O): -0.116, atom 22 (H): 0.088, atom 23 (H): 0.071, atom 24 (H): 0.077, atom 25 (H): 0.108, atom 26 (H): 0.124, atom 27 (H): 0.071, atom 28 (C): -0.065, atom 29 (C): -0.289, atom 30 (O): -0.129, atom 31 (H): 0.083, atom 32 (H): 0.077, atom 33 (H): 0.058, atom 34 (H): 0.102, atom 35 (H): 0.115, atom 36 (H): 0.092, atom 37 (C): -0.073, atom 38 (C): -0.318, atom 39 (O): -0.086, atom 40 (H): 0.072, atom 41 (H): 0.102, atom 42 (H): 0.058, atom 43 (H): 0.115, atom 44 (H): 0.101, atom 45 (H): 0.044, atom 46 (C): -0.228, atom 47 (C): -0.259, atom 48 (O): -0.062, atom 49 (O): -0.071, atom 50 (H): 0.113, atom 51 (H): 0.114, atom 52 (H): 0.139, atom 53 (H): 0.086, atom 54 (H): 0.086, atom 55 (H): 0.035, atom 56 (C): -0.184, atom 57 (C): -0.232, atom 58 (O): -0.105, atom 59 (O): -0.086, atom 60 (H): 0.112, atom 61 (H): 0.125, atom 62 (H): 0.119, atom 63 (H): 0.127, atom 64 (H): 0.059, atom 65 (H): 0.035, atom 66 (C): -0.218, atom 67 (C): -0.208, atom 68 (O): -0.080, atom 69 (O): -0.073, atom 70 (H): 0.114, atom 71 (H): 0.110, atom 72 (H): 0.078, atom 73 (H): 0.100, atom 74 (H): 0.084, atom 75 (H): 0.052, atom 76 (C): -0.204, atom 77 (C): -0.171, atom 78 (O): -0.080, atom 79 (O): -0.083, atom 80 (H): 0.119, atom 81 (H): 0.110, atom 82 (H): 0.098, atom 83 (H): 0.122, atom 84 (H): 0.008, atom 85 (H): 0.044, atom 86 (C): -0.239, atom 87 (C): -0.236, atom 88 (O): -0.085, atom 89 (O): -0.066, atom 90 (H): 0.130, atom 91 (H): 0.123, atom 92 (H): 0.110, atom 93 (H): 0.131, atom 94 (H): 0.055, atom 95 (H): 0.044, atom 96 (C): -0.252, atom 97 (C): -0.168, atom 98 (O): -0.074, atom 99 (O): -0.104

Molecular formula: C3H9NO
Method: DFT, the ωB97M-V functional and the def2-TZVPD basis

Geometry as XYZ:
```
14
C3H9NO | OMol25 | the ωB97M-V functional and the def2-TZVPD basis
O 1.449 3.165 -0.414
C 1.231 3.138 -1.611
H 0.399 3.808 -1.925
H 1.982 2.698 -2.326
C 0.270 -1.949 0.279
C -0.530 -1.012 1.209
N -1.792 -0.626 0.641
H 0.236 -3.020 0.551
H 0.142 -1.770 -0.842
H 1.333 -1.837 0.282
H -0.591 -1.538 2.184
H 0.102 -0.069 1.390
H -1.859 0.270 0.394
H -2.372 -1.260 0.188
```

Multiplicity: 2
Relative energy (zero: lowest compared OMol25 entry of this formula, charge and spin) (kcal per mole): 59.9
Total charge: +1
Molecular weight (g mol⁻¹): 75.111
Gap between HOMO and LUMO (alpha / beta) (eV): 9.39 / 3.99
Max |F| (eV Å⁻¹): 5.08
<S²>: 0.7542

Population analysis type Löwdin, resulting atomic charges in e: atom 1 (O): -0.044, atom 2 (C): -0.135, atom 3 (H): 0.085, atom 4 (H): 0.094, atom 5 (C): -0.060, atom 6 (C): -0.180, atom 7 (N): 0.373, atom 8 (H): 0.097, atom 9 (H): 0.114, atom 10 (H): 0.079, atom 11 (H): 0.165, atom 12 (H): 0.166, atom 13 (H): 0.102, atom 14 (H): 0.143

Q: Look up the max |F| of the second one.
A: 2.91 eV Å⁻¹